Record 1
Density functional theory data (ωB97M-V/def2-TZVPD) for the ion C7H14N with charge +1 in a non-equilibrium geometry.

```
22
C7H14N ωB97M-V/def2-TZVPD
N -0.468 1.630 -0.786
C -0.702 -0.687 -0.024
C 1.632 0.197 0.543
C -1.164 0.365 -1.051
C 0.792 -0.867 -0.041
C 2.003 0.247 1.973
C 1.404 -2.015 -0.422
C -2.648 0.655 -0.954
H 0.471 1.609 -0.395
H 3.026 0.573 2.058
H -0.914 -0.459 1.029
H 0.796 -2.773 -0.904
H 1.950 -0.777 2.332
H -2.795 1.566 -1.559
H -3.087 0.991 0.028
H -3.360 -0.109 -1.225
H 2.483 -1.971 -0.395
H 1.246 0.750 2.580
H 2.457 0.297 -0.173
H -0.880 0.065 -2.071
H -1.213 -1.632 -0.203
H -1.025 2.345 -0.340
```

Calculated values
Lowest unoccupied orbital energy = -7.22 eV
Charge = +1
Relative energy (zero: lowest compared OMol25 entry of this formula, charge and spin) = 3.605 eV

Record 2
Density functional theory data (ωB97M-V/def2-TZVPD) for the ion C7H14N with charge +1 in a non-equilibrium geometry.

```
22
C7H14N ωB97M-V/def2-TZVPD
N 1.818 -0.859 0.652
C -1.561 -1.243 0.879
C -0.695 0.683 -0.565
C 1.778 0.416 1.376
C -1.604 0.170 0.278
C 0.415 -0.291 -1.176
C -1.007 1.939 -1.424
C 1.266 -1.249 -0.438
H -0.741 -1.937 0.573
H 1.504 -2.263 -0.804
H -2.360 0.832 0.681
H 2.444 -1.385 1.292
H 0.903 0.386 2.107
H -0.493 1.973 -2.443
H 1.800 1.296 0.812
H -2.116 1.813 -1.718
H 0.001 -0.949 -1.924
H 2.652 0.448 2.110
H -0.919 2.773 -0.735
H -1.607 -1.279 1.964
H 0.918 0.410 -1.827
H -2.398 -1.683 0.330
```

Calculated values
Lowest unoccupied orbital energy = -4.51 eV
Charge = +1
Relative energy (zero: lowest compared OMol25 entry of this formula, charge and spin) = 1.831 eV
SMILES = C/C=C(/C)C/C=[NH+]\C

Record 3
Density functional theory data (ωB97M-V/def2-TZVPD) for a structure of composition C7H14N in a non-equilibrium geometry.

```
22
C7H14N ωB97M-V/def2-TZVPD
N 1.753 -1.069 -0.496
C -1.767 0.981 -0.557
C -1.000 -0.080 0.124
C -1.267 -1.474 -0.405
C -0.699 -0.092 1.567
C 0.979 0.065 0.083
C 0.653 -0.118 1.507
C 1.442 1.476 -0.196
H 0.694 2.166 0.167
H -1.427 2.005 -0.450
H 1.089 -1.457 -1.188
H -2.177 -1.786 -0.019
H 1.382 0.007 2.295
H 2.602 -0.616 -0.886
H -2.787 0.898 -0.437
H -1.472 -1.391 -1.377
H -1.340 0.112 2.329
H -0.605 -2.245 -0.081
H 2.289 1.771 0.406
H 1.896 -1.661 0.452
H 1.416 1.816 -1.224
H -1.654 0.694 -1.615
```

Calculated values
Lowest unoccupied orbital energy = -3.53 eV
Charge = +1
Relative energy (zero: lowest compared OMol25 entry of this formula, charge and spin) = 3.057 eV

Record 4
Density functional theory data (ωB97M-V/def2-TZVPD) for a cluster of 2 separate species, C7H14N2 in total in a non-equilibrium geometry.

```
23
C7H14N2 ωB97M-V/def2-TZVPD
N 1.737 -2.219 -0.302
N 1.118 -0.411 0.765
C 2.517 -1.185 -2.462
C 1.999 -1.111 -1.076
C 1.264 -1.803 0.827
C -1.772 1.318 0.221
C -1.929 2.061 1.458
C 1.582 0.128 -0.478
C -2.068 -0.177 0.426
H -3.177 -0.452 0.342
H -1.587 -0.878 -0.208
H 1.751 1.193 -0.660
H 3.534 -0.665 -2.443
H -2.675 2.751 1.540
H 1.964 -0.632 -3.167
H -2.138 1.434 2.401
H -2.413 1.575 -0.568
H 1.114 -2.386 1.703
H -1.189 2.733 1.788
H 2.685 -2.343 -2.888
H 0.572 0.100 1.376
H -2.145 -0.470 1.544
H -0.745 1.438 -0.138
```

Calculated values
Lowest unoccupied orbital energy = 0.93 eV
Charge = 0
Relative energy (zero: lowest compared OMol25 entry of this formula, charge and spin) = 2.208 eV
SMILES = Cc1c[nH]cn1.CCC

Record 5
Density functional theory data (ωB97M-V/def2-TZVPD) for the molecule C7H14N2 in a non-equilibrium geometry.

```
23
C7H14N2 ωB97M-V/def2-TZVPD
N -0.500 -1.247 0.010
N 2.685 0.344 -0.825
C -2.772 -0.850 -0.634
C 1.389 -0.148 -0.889
C 0.839 -1.004 0.042
C -1.403 -0.407 -0.236
C -0.526 1.809 0.935
C 1.595 -1.539 1.222
C -0.989 1.257 -0.405
H 0.466 1.423 1.181
H 3.221 0.095 0.004
H 1.687 -0.778 2.005
H 1.043 -2.381 1.646
H -0.363 1.619 -1.221
H -2.938 -0.700 -1.702
H -0.506 2.900 0.925
H -3.522 -0.280 -0.082
H 3.132 0.509 -1.714
H -2.909 -1.905 -0.410
H -1.192 1.489 1.731
H 0.919 -0.031 -1.859
H 2.609 -1.842 0.936
H -1.966 1.666 -0.658
```

Calculated values
Lowest unoccupied orbital energy = 1.01 eV
Charge = 0
Relative energy (zero: lowest compared OMol25 entry of this formula, charge and spin) = 1.716 eV
SMILES = CC/C(C)=N\C(C)=C\N

Record 6
Density functional theory data (ωB97M-V/def2-TZVPD) for a structure of composition C7H14N2 in a non-equilibrium geometry.

```
23
C7H14N2 ωB97M-V/def2-TZVPD
N -0.941 -2.065 -0.715
N 1.054 0.404 0.281
C 0.009 -1.297 -1.621
C 1.583 1.640 -0.291
C -1.097 0.704 -0.836
C 0.553 0.374 1.663
C -0.588 -0.722 1.746
C 0.016 -0.211 -0.507
C -0.295 -1.361 0.394
H 0.217 1.413 1.897
H 1.879 1.541 -1.387
H 0.837 2.452 -0.230
H -0.494 -1.325 2.686
H -0.431 -1.015 -2.555
H -1.877 -1.691 -0.768
H -2.085 0.242 -0.918
H 2.465 1.993 0.253
H -1.588 -0.217 1.731
H -1.252 1.485 -0.098
H 0.934 -1.866 -1.731
H 1.400 0.159 2.341
H -0.936 1.210 -1.863
H 0.635 -1.848 0.527
```

Calculated values
Lowest unoccupied orbital energy = 0.99 eV
Charge = 0
Relative energy (zero: lowest compared OMol25 entry of this formula, charge and spin) = 3.007 eV

Record 7
Density functional theory data (ωB97M-V/def2-TZVPD) for a cluster of 2 separate species, C7H14N2 in total in a non-equilibrium geometry.

```
23
C7H14N2 ωB97M-V/def2-TZVPD
N 1.495 -0.279 1.590
N 0.656 -1.417 -0.727
C 0.820 0.821 1.615
C 1.146 1.915 0.703
C -1.769 -0.761 1.095
C 2.184 1.897 -0.128
C -1.319 -0.977 -2.112
C -1.252 0.061 0.197
C -0.340 -0.465 -1.056
H -1.712 1.030 0.021
H -1.349 -1.742 1.278
H 0.161 0.440 -1.416
H 0.466 2.758 0.722
H -2.589 -0.480 1.742
H 0.224 -2.317 -0.526
H 0.132 1.076 2.423
H 1.306 -0.898 2.373
H 1.147 -1.114 0.256
H -1.841 -1.860 -1.746
H -2.059 -0.218 -2.360
H 2.878 1.071 -0.122
H -0.766 -1.248 -3.011
H 2.381 2.708 -0.812
```

Calculated values
Lowest unoccupied orbital energy = 0.10 eV
Charge = 0
Relative energy (zero: lowest compared OMol25 entry of this formula, charge and spin) = 2.937 eV
SMILES = C=C[C@H](C)N.[H]/N=C/C=C

Record 8
Density functional theory data (ωB97M-V/def2-TZVPD) for a cluster of 2 separate species, C7H14N2 in total in a non-equilibrium geometry.

```
23
C7H14N2 ωB97M-V/def2-TZVPD
N 0.881 -2.150 0.759
N -0.609 -2.444 -1.039
C -2.550 -1.250 -0.134
C 0.900 2.091 -0.852
C -1.193 -1.627 -0.076
C -0.129 2.685 0.293
C -0.345 -1.417 1.014
C 1.947 1.175 -0.093
C 0.673 -2.690 -0.611
H 1.292 -3.516 -1.006
H -3.269 -2.143 0.170
H 2.999 1.745 -0.096
H -3.012 -0.386 0.684
H 0.362 1.496 -1.589
H 0.340 3.254 1.172
H -0.652 1.961 0.756
H 1.598 -2.085 1.385
H -0.541 -0.955 1.974
H -0.900 3.170 -0.346
H 1.471 2.800 -1.369
H -2.882 -0.984 -1.103
H 1.855 0.311 -0.785
H 1.762 0.957 0.894
```

Calculated values
Lowest unoccupied orbital energy = 0.93 eV
Charge = 0
Relative energy (zero: lowest compared OMol25 entry of this formula, charge and spin) = 2.923 eV
SMILES = Cc1c[nH]cn1.CCC

Number 1: M 112.2 g/mol, HOMO -13.55 eV. Number 2: M 112.2 g/mol, HOMO -12.93 eV. Number 3: M 112.2 g/mol, HOMO -13.33 eV. Number 4: M 126.2 g/mol, HOMO -8.37 eV. Number 5: M 126.2 g/mol, HOMO -7.02 eV. Number 6: M 126.2 g/mol, HOMO -8.25 eV. Number 7: M 126.2 g/mol, HOMO -8.55 eV. Number 8: M 126.2 g/mol, HOMO -8.46 eV.